Computed, not measured: a cluster of 9 separate species, C19H54F6O14PS8 in total, with ωB97M-V/def2-TZVPD.

Structure (XYZ):
```
102
Properties=species:S:1:pos:R:3:forces:R:3:lowdin_charge:R:1
P -24.55054 11.04519 -31.78713 0.71 0.63 -0.05 0.2310
F -24.37832 10.25367 -30.44437 -0.39 -1.74 0.74 -0.1588
F -24.08146 9.68256 -32.63996 -0.15 1.25 0.75 -0.2159
F -26.15264 10.63908 -32.03683 1.22 0.06 1.00 -0.2171
F -24.65845 11.84711 -33.16748 0.30 0.66 0.30 -0.1706
F -24.96165 12.31089 -30.76730 -0.71 -0.01 -1.71 -0.2308
F -22.96620 11.60683 -31.57275 -1.01 -0.84 -1.01 -0.2379
O -20.11628 14.17752 -41.62924 -1.91 -0.18 1.51 -0.3173
S -21.29809 14.46953 -40.80450 1.47 2.54 0.50 0.7193
O -21.12972 15.02626 -39.41467 -0.90 -2.25 -4.13 -0.3077
O -22.08338 15.68572 -41.60919 0.42 -0.84 2.87 -0.2819
C -22.23929 15.72004 -42.98668 -0.47 -1.70 -1.38 -0.3311
C -23.52071 16.46750 -43.27596 0.63 0.84 -0.59 -0.0620
C -22.57801 13.15516 -40.94497 0.69 0.60 1.57 -0.1007
H -22.34922 14.72472 -43.41720 0.26 -0.46 0.19 0.1054
H -21.33815 16.13320 -43.43982 -0.20 0.33 -0.13 0.1251
H -23.88193 16.31864 -44.29353 0.48 0.09 -0.25 0.0760
H -23.14975 17.48595 -43.16074 -1.22 0.48 0.10 0.0809
H -24.39356 16.20145 -42.67978 0.51 0.12 0.57 0.0860
H -22.78931 12.87196 -41.97611 0.07 0.33 0.22 0.0678
H -23.38988 13.56506 -40.34420 -0.38 0.23 -0.64 0.0708
H -22.28898 12.30855 -40.32222 0.57 -0.12 -0.38 0.0697
O -20.82836 13.27386 -21.99169 0.60 0.80 -0.04 -0.2779
S -21.55512 12.17623 -21.47415 -1.68 -2.83 1.68 0.6714
O -20.98318 10.83355 -21.42992 -0.52 1.77 -0.44 -0.3101
O -22.04698 12.44106 -19.88682 -0.91 -0.35 -3.17 -0.2663
C -21.19983 12.98731 -18.94019 0.87 0.66 1.15 -0.3272
C -20.51565 11.98458 -18.05334 -0.03 -1.29 0.23 -0.0745
C -23.24077 12.08343 -22.31511 2.10 0.23 0.69 -0.0686
H -21.84534 13.56678 -18.28018 0.00 0.42 -0.35 0.1186
H -20.40464 13.62301 -19.32965 -0.44 0.31 -0.58 0.1163
H -20.66115 10.93533 -18.31030 -0.25 0.07 -0.65 0.0793
H -21.00759 12.02951 -17.08171 0.89 0.22 0.42 0.0736
H -19.43546 12.11405 -18.12074 -0.06 0.15 0.82 0.0794
H -23.06053 11.30669 -23.05827 -0.34 -0.15 0.23 0.0621
H -23.36347 13.03318 -22.83572 -0.24 -0.02 0.37 0.0616
H -23.96522 11.85099 -21.53456 0.00 0.00 -0.38 0.0624
O -27.92364 16.41615 -37.15527 0.01 2.29 1.09 -0.3103
S -27.94749 17.64163 -36.34243 1.30 -1.47 0.53 0.6739
O -27.90510 18.97067 -36.93970 -0.85 -2.03 0.94 -0.2950
O -29.22286 17.48449 -35.33407 0.32 1.33 -0.81 -0.2780
C -29.38841 16.38327 -34.44591 0.17 -1.64 1.22 -0.2907
C -30.88434 16.18544 -34.12797 0.60 0.39 -0.51 -0.0554
C -26.57958 17.56107 -35.08736 -0.75 -0.33 -0.48 -0.1029
H -28.78879 16.46486 -33.53932 -0.02 0.89 0.18 0.1118
H -28.97794 15.44562 -34.82065 -0.20 0.08 -0.91 0.1187
H -31.31348 16.39890 -35.10695 -0.80 -0.14 0.30 0.0804
H -31.28774 16.81831 -33.33751 0.21 0.51 -0.34 0.0714
H -31.14189 15.18400 -33.78319 0.40 -0.20 -0.41 0.0766
H -26.62059 16.59517 -34.58390 -0.07 -0.12 -0.31 0.0592
H -26.72662 18.31313 -34.31220 -0.06 0.26 -0.41 0.0697
H -25.61643 17.65467 -35.58904 -0.23 0.15 -0.08 0.0705
C -22.31436 20.51470 -28.47133 0.35 -0.35 -0.16 -0.2671
S -21.27000 19.71375 -29.75452 -0.36 -0.90 -0.47 0.8147
O -21.56929 20.34780 -31.08519 -0.08 -0.30 1.11 -0.5718
C -22.19181 18.08585 -29.77489 -0.08 0.00 -0.42 -0.2486
H -23.34140 20.15780 -28.54822 -0.04 0.49 -0.23 0.0425
H -22.15076 21.58332 -28.61056 -0.42 -0.05 -0.18 0.0449
H -21.96140 20.27802 -27.46759 0.26 -0.28 -0.10 0.0451
H -23.24622 18.35109 -29.85219 -0.01 -0.13 0.16 0.0405
H -22.00116 17.33293 -29.01013 0.05 0.75 0.80 0.0506
H -21.95662 17.47211 -30.64443 0.33 0.74 -0.53 0.0492
C -32.10671 9.04983 -36.34390 0.71 1.57 -0.76 -0.2686
S -31.37553 7.94859 -37.65412 -0.63 -0.31 -0.50 0.8091
O -31.74419 8.51208 -39.02712 0.72 -0.27 2.07 -0.5872
C -29.57840 8.38132 -37.29817 -1.73 -0.42 -0.22 -0.2264
H -33.16652 9.29686 -36.28168 -0.34 -1.37 -0.40 0.0473
H -31.79019 10.02109 -36.72413 0.61 0.30 0.22 0.0363
H -31.70475 8.92494 -35.33845 0.16 -0.39 -0.23 0.0485
H -28.96343 7.62256 -37.78212 -0.14 0.37 -0.46 0.0418
H -29.38421 8.26546 -36.23189 -0.16 0.55 0.01 0.0496
H -29.57226 9.38257 -37.72893 0.82 -0.02 0.27 0.0495
C -15.71150 13.92398 -27.52290 -0.35 -1.26 -0.37 -0.2421
S -14.86072 12.80232 -28.77702 0.75 -0.62 2.35 0.8295
O -13.85070 12.03349 -27.96012 -0.25 0.49 -0.79 -0.5960
C -16.16139 11.60513 -29.15088 -0.20 0.05 -0.26 -0.2788
H -15.95247 13.52704 -26.53675 0.27 -1.16 -0.20 0.0487
H -16.69016 14.04954 -27.98609 0.15 1.24 -0.06 0.0361
H -15.04385 14.73462 -27.23097 -0.30 0.45 -1.07 0.0420
H -16.63744 11.17231 -28.27102 -0.21 0.53 0.07 0.0605
H -15.74984 10.74263 -29.67512 0.63 0.29 -0.03 0.0518
H -16.80939 12.08822 -29.88219 -0.51 -0.03 0.36 0.0482
C -24.07330 -0.68565 -31.85718 -0.80 0.85 0.91 -0.2505
S -23.07917 0.85155 -31.33593 0.78 -2.07 -3.80 0.8594
O -21.78367 0.53248 -32.10578 -1.26 1.00 1.59 -0.6071
C -23.91913 2.16021 -32.38679 1.22 -0.80 0.16 -0.2504
H -24.00765 -1.02259 -32.89172 0.74 0.63 -0.06 0.0514
H -25.13145 -0.48066 -31.69469 -0.14 0.04 0.26 0.0279
H -23.79259 -1.50804 -31.19919 0.21 0.20 0.04 0.0329
H -23.72291 2.03771 -33.45197 -0.28 -0.97 -0.02 0.0506
H -23.22726 2.98468 -32.21458 -0.77 0.60 0.71 0.0391
H -24.98389 2.23028 -32.16434 0.29 0.52 0.21 0.0460
C -18.88283 3.77915 -26.13260 -0.47 0.15 -0.25 -0.2605
S -18.44971 4.86371 -27.58619 -1.35 -2.43 -0.94 0.8477
O -18.31923 3.85258 -28.73663 0.11 1.64 1.57 -0.5934
C -20.15445 5.58089 -27.74171 1.12 0.43 0.44 -0.2610
H -18.05155 3.47609 -25.49601 0.14 0.26 -0.31 0.0397
H -19.33822 2.89910 -26.58675 0.23 -0.05 -0.21 0.0469
H -19.67616 4.22198 -25.53041 0.24 0.34 0.11 0.0362
H -20.23903 6.29542 -26.92294 0.01 0.16 0.02 0.0414
H -20.98881 4.88530 -27.65178 0.37 -0.27 -0.40 0.0570
H -20.09414 6.13885 -28.67613 -0.41 -0.21 -0.03 0.0467
```
Positions in Å, forces in eV/Å.

The frontier orbital gap is 9.209 eV. The calculated total energy comes out at -5935.645198 Ha. As for the charge: -1. As for the energy relative to the best compared isomer or geometry (same formula, charge and spin): 395.1 kJ/mol. As for the spin multiplicity: 1.

***

Computed, not measured: the molecule C6H12O, with ωB97M-V/def2-TZVPD.

Structure (XYZ):
```
19
Properties=species:S:1:pos:R:3:forces:R:3:lowdin_charge:R:1
O -1.31491 -2.70780 0.52667 0.04 -0.11 -0.60 0.0644
C -1.22976 -1.83822 1.34526 0.11 -0.18 0.83 -0.2691
C -0.34749 -0.62558 1.26241 -0.38 0.91 -0.46 -0.1413
C -0.21534 -0.02365 -0.13406 1.04 -0.32 -1.26 -0.3963
C -1.45918 0.32972 -0.93379 -0.59 1.19 0.76 -0.0699
C 0.83056 1.16234 -0.17818 -0.83 -1.43 1.49 -0.2234
C 2.14574 0.67017 -0.78697 -1.54 0.70 -1.35 -0.0996
H -1.79649 -1.94637 2.29512 -0.04 0.12 -0.04 0.1186
H 0.68184 -0.89210 1.51888 -0.14 -0.19 0.49 0.1290
H -0.71536 0.12642 1.96759 0.11 -0.10 0.14 0.1177
H 0.27957 -0.83491 -0.68705 -0.21 0.09 -0.16 0.1209
H -2.11614 -0.49342 -1.19914 0.22 -0.18 -0.16 0.0741
H -2.08913 1.06778 -0.40781 0.07 -0.29 0.30 0.0847
H -1.15967 0.93536 -1.79075 0.04 -0.60 -0.42 0.0741
H 0.96222 1.42423 0.87950 0.33 0.35 -0.17 0.0981
H 0.36022 2.02335 -0.64014 0.29 0.13 -0.40 0.0977
H 2.54568 -0.15025 -0.20420 0.65 0.33 0.22 0.0747
H 1.88963 0.24024 -1.76548 0.05 -0.11 0.10 0.0754
H 2.74804 1.53271 -1.06785 0.78 -0.31 0.67 0.0703
```
Positions in Å, forces in eV/Å.

The frontier orbital gap is 10.733 eV. The calculated total energy comes out at -311.022032 Ha. As for the energy relative to the best compared isomer or geometry (same formula, charge and spin): 97.8 kJ/mol. As for the spin multiplicity: 1.